Record 1
A gas-phase ion, C7H8ClN2O3 (charge +1) in a non-equilibrium geometry, computed with ωB97M-V/def2-TZVPD.

Its charge is +1. Its structure (SMILES) is C/C=C(O)/N=C(\C=O)C[N+](Cl)=C=O. Its total energy is -29020.6338 eV. The HOMO-LUMO gap (alpha / beta) is 3.9 / 4.7 eV. The value obtained for the largest force on an atom is 4.63 eV/Å. The calculation puts the LUMO energy (alpha / beta) at -7.5626 / -7.2252 eV. The HOMO energy (alpha / beta) is -0.421 / -0.437 Ha.

Element x y z (Å)
H: -1.650 2.979 1.549
C: 2.487 1.027 -0.896
C: -1.261 0.145 0.372
O: 2.422 2.007 -1.486
H: -0.551 2.040 0.115
C: 0.606 -1.336 -0.484
H: 0.472 -3.534 -1.321
Cl: 2.939 0.440 1.651
H: 2.616 -1.957 0.037
H: -2.694 3.153 0.043
C: -0.119 -2.669 -0.719
O: -2.144 -0.705 0.895
H: -3.166 2.018 1.326
H: -1.925 -1.693 0.835
C: 2.047 -1.293 -0.640
H: 2.375 -1.430 -1.729
O: -1.223 -2.872 -0.344
N: -0.067 -0.259 -0.170
C: -1.450 1.524 0.253
C: -2.332 2.431 0.913
N: 2.620 -0.014 -0.200

The net atomic charges from Löwdin, expressed in e, are: H 0.100; C -0.214; C -0.343; O 0.350; H 0.084; C -0.225; H 0.173; Cl 0.719; H 0.153; H 0.153; C -0.171; O 0.090; H 0.052; H 0.126; C -0.125; H 0.189; O 0.089; N 0.166; C -0.045; C -0.059; N -0.262

Record 2
C17H17N3O4 in the gas phase in a non-equilibrium geometry, computed with ωB97M-V/def2-TZVPD.

Its structure (SMILES) is COc1cc(-c2nc(-c3ccc[nH]3)c[nH]c2=O)cc(OC)c1OC. Its total energy is -30560.9001 eV. The HOMO-LUMO gap is 7.7 eV. The value obtained for the largest force on an atom is 4.63 eV/Å. The calculation puts the LUMO energy at -0.2282 eV. Its energy above the lowest of the compared OMol25 structures with the same formula, charge and spin is 85.5 kcal/mol. The HOMO energy is -0.292 Ha.

Element x y z (Å)
C: -2.472 -1.474 3.028
C: 0.960 0.294 0.021
H: 1.682 -0.408 4.503
H: -2.149 -2.739 4.757
N: -0.738 -0.607 1.521
C: 1.544 1.173 -2.589
C: -4.518 -2.246 2.874
N: -2.835 -2.266 4.140
H: 0.696 4.451 -3.381
C: -1.146 -1.002 2.754
C: 1.300 2.065 -1.523
H: -5.496 -2.443 2.470
C: 1.312 -0.610 -0.964
H: -3.656 -0.972 1.263
O: 2.440 0.687 2.527
H: 0.853 2.386 0.517
C: -3.564 -1.419 2.260
H: 3.430 2.596 -3.122
C: 1.499 -0.225 -2.318
O: 1.288 3.423 -1.686
H: 3.727 1.296 -4.092
C: 3.016 2.146 -4.001
C: -4.149 -2.713 4.052
H: 3.252 2.787 -4.862
H: -0.819 -0.862 4.743
C: 1.008 1.610 -0.265
H: -0.279 3.041 -3.079
H: -4.795 -3.415 4.660
C: 0.644 -2.223 -3.259
C: -0.336 -0.910 3.830
H: 1.168 -1.733 -0.777
N: 1.038 -0.559 3.712
C: 0.505 -0.141 1.329
H: 0.321 -2.373 -4.338
O: 1.605 -1.232 -3.246
C: 0.233 3.847 -2.546
H: 1.074 -3.189 -3.136
H: -0.213 -2.191 -2.628
C: 1.423 -0.048 2.539
O: 1.666 1.785 -3.835
H: -0.519 4.412 -1.856

The net atomic charges from Löwdin, expressed in e, are: C -0.241; C -0.203; H 0.178; H 0.157; N 0.219; C -0.129; C -0.153; N 0.048; H 0.104; C -0.241; C -0.230; H 0.096; C 0.058; H 0.121; O 0.027; H 0.161; C -0.042; H 0.083; C -0.157; O -0.094; H 0.102; C -0.090; C -0.122; H 0.098; H 0.102; C 0.043; H 0.087; H 0.138; C -0.118; C 0.004; H 0.154; N 0.142; C -0.088; H 0.113; O -0.067; C -0.073; H 0.073; H 0.087; C -0.390; O -0.082; H 0.123

Record 3
A gas-phase ion, C5H6NO2 (charge +1) in a non-equilibrium geometry, computed with ωB97M-V/def2-TZVPD.

Its charge is +1. Its total energy is -10853.7486 eV. The HOMO-LUMO gap (alpha / beta) is 5.9 / 5.8 eV. The value obtained for the largest force on an atom is 4.48 eV/Å. The calculation puts the LUMO energy (alpha / beta) at -8.1310 / -8.1333 eV. Its energy above the lowest of the compared OMol25 structures with the same formula, charge and spin is 115.2 kcal/mol. The HOMO energy (alpha / beta) is -0.514 / -0.514 Ha.

Element x y z (Å)
H: -0.539 0.221 3.311
N: -0.134 0.231 2.358
H: 1.409 -0.941 -2.772
C: 1.389 -0.613 -1.735
H: -1.660 -0.439 0.891
C: 0.168 -0.167 -1.268
O: 1.805 -0.296 1.216
H: -1.257 1.381 0.930
C: 1.253 -0.150 2.347
C: -0.876 0.409 1.120
O: 1.601 -0.447 3.452
C: -0.044 0.027 0.053
H: -0.608 0.013 -2.021
H: 2.304 -0.809 -1.308

The net atomic charges from Löwdin, expressed in e, are: H 0.177; N 0.078; H 0.120; C 0.293; H 0.232; C -0.039; O 0.152; H 0.162; C -0.675; C -0.108; O 0.133; C 0.225; H 0.161; H 0.087

Record 4
2 unconnected molecules or ions with the total composition C4H13NO3 in a non-equilibrium geometry, computed with ωB97M-V/def2-TZVPD.

Its structure (SMILES) is C[C@H](O)[C@@H](N)CO.O. Its total energy is -11991.0544 eV. The HOMO-LUMO gap is 10.3 eV. The value obtained for the largest force on an atom is 1.81 eV/Å. The calculation puts the LUMO energy at 0.6034 eV. Its energy above the lowest of the compared OMol25 structures with the same formula, charge and spin is 32.7 kcal/mol. The HOMO energy is -0.355 Ha.

Element x y z (Å)
H: -0.565 -2.930 1.287
H: 0.651 3.285 1.066
H: -0.139 -1.448 -1.762
C: 0.282 -1.205 0.878
O: 1.208 3.688 0.399
H: 1.169 3.161 -0.401
C: -0.012 -0.122 -0.154
H: -1.926 0.654 0.752
C: -1.486 0.286 -0.174
N: 0.283 -0.563 -1.528
H: 0.055 -0.843 1.880
H: 0.569 0.779 0.043
H: -1.349 1.203 -1.892
O: -0.677 -2.243 0.625
H: 2.029 -2.072 -0.107
H: 1.271 -0.548 -1.706
H: 1.794 -2.600 1.514
C: 1.705 -1.715 0.881
O: -1.592 1.472 -0.996
H: -2.068 -0.505 -0.620
H: 2.419 -0.950 1.169

The net atomic charges from Löwdin, expressed in e, are: H 0.091; H 0.027; H 0.084; C -0.405; O -0.056; H 0.021; C -0.335; H 0.128; C -0.200; N 0.063; H 0.140; H 0.134; H 0.070; O -0.041; H 0.078; H 0.069; H 0.079; C -0.048; O -0.093; H 0.111; H 0.084

Record 5
16 unconnected molecules or ions with the total composition C31H50BFN16O4S in a non-equilibrium geometry, computed with ωB97M-V/def2-TZVPD.

Its total energy is -79214.4516 eV. The HOMO-LUMO gap is 10.2 eV. The value obtained for the largest force on an atom is 6.64 eV/Å. The calculation puts the LUMO energy at -0.2706 eV. The HOMO energy is -0.384 Ha.

Element x y z (Å)
H: -3.896 6.877 -8.457
H: -6.915 -3.396 -2.668
N: -3.598 0.552 -1.822
N: 6.682 -5.585 -0.383
H: 6.573 1.293 1.275
H: 6.682 5.063 0.521
O: 2.121 -1.583 1.190
H: -6.025 1.012 -6.928
H: -6.781 0.320 -1.886
H: 6.260 4.639 2.193
N: -3.387 5.085 -0.589
C: 2.722 -1.066 -2.604
C: 5.155 -0.248 0.922
H: 8.431 -2.931 -0.084
H: -6.835 -0.058 -5.765
C: 2.616 -2.693 1.984
C: -2.634 2.842 0.609
C: -5.596 -3.441 3.116
F: -2.011 -1.216 0.541
H: -5.149 -4.020 2.308
N: 9.021 -1.667 1.653
C: -6.200 0.822 -5.869
H: 11.810 -3.038 2.382
H: 5.575 1.521 -0.177
H: 3.848 5.488 6.067
H: 2.088 0.677 2.093
H: 3.304 6.798 4.998
H: -3.357 2.054 0.400
H: 3.422 5.137 4.378
H: 0.078 -2.053 3.390
H: -7.782 -1.870 -2.937
N: -8.220 -3.270 2.761
H: -1.656 2.535 0.238
C: -6.167 1.196 -1.675
N: 6.396 6.327 4.329
H: 3.302 -6.553 1.383
C: 5.571 1.182 0.859
C: -2.083 7.949 -8.171
C: 7.432 -3.042 -0.497
H: 2.496 -0.714 -1.596
N: -1.269 8.688 -8.543
C: 5.903 5.120 1.282
C: -4.724 0.833 -1.758
C: 11.627 -2.043 1.975
H: -1.613 4.735 -3.319
C: 4.164 -1.426 -2.701
N: 3.706 3.909 0.420
N: -2.977 3.979 -6.105
H: -2.573 2.993 1.687
H: 2.107 -1.940 -2.822
C: -2.471 4.088 -3.502
H: -5.383 -3.932 4.067
N: -0.059 -1.766 2.414
C: 10.163 -1.832 1.794
C: -8.189 -5.857 6.424
H: -5.245 0.631 -5.379
C: -6.777 -5.561 6.049
C: 7.011 -4.471 -0.433
N: -7.378 2.922 -4.753
H: 2.488 -0.278 -3.320
C: -6.863 2.003 -5.245
H: -6.402 1.562 -0.676
H: -6.396 1.975 -2.404
H: 4.067 -6.953 2.935
H: 6.739 -2.426 0.076
H: 2.961 -2.412 3.021
N: 5.288 -1.709 -2.776
C: 2.442 -5.592 3.072
N: 4.829 -1.362 0.971
B: 1.058 -0.913 1.873
N: 1.921 -4.678 3.568
O: -1.762 0.301 2.571
H: -3.335 4.486 -2.973
H: -3.591 7.384 -6.783
C: 4.669 4.439 0.797
H: 3.505 -3.121 1.428
C: 5.287 6.123 4.638
H: -8.608 -6.590 5.735
H: 4.876 1.795 1.431
C: -7.562 -2.852 -3.356
H: -2.251 3.088 -3.126
N: -5.678 -5.330 5.756
N: -6.353 -2.579 -5.703
H: 1.860 -3.554 2.041
C: 3.875 5.870 5.046
H: 5.692 6.167 1.496
O: -2.568 -1.944 2.939
H: 12.027 -1.297 2.662
H: 7.435 -2.702 -1.533
C: -6.883 -2.699 -4.675
O: 1.138 0.501 1.933
H: -8.227 -6.256 7.437
C: -2.755 4.027 -4.965
C: -3.057 4.105 -0.060
S: -1.605 -1.113 2.148
C: 3.116 -6.760 2.438
H: 2.483 -7.643 2.522
H: -5.156 -2.443 3.125
C: -3.129 6.999 -7.692
H: 12.135 -1.952 1.014
H: -2.681 6.029 -7.480
H: -8.783 -4.943 6.377
C: -7.070 -3.345 2.917
H: -8.494 -3.403 -3.482

Atomic partial charges in e from the Löwdin method, atoms 1 to 99: H 0.077; H 0.082; N 0.134; N 0.090; H 0.081; H 0.082; O -0.041; H 0.084; H 0.065; H 0.059; N 0.122; C -0.054; C -0.195; H 0.022; H 0.040; C -0.157; C -0.069; C -0.076; F -0.184; H 0.082; N 0.134; C -0.067; H 0.081; H 0.082; H 0.081; H 0.111; H 0.082; H 0.047; H 0.076; H 0.135; H 0.064; N 0.095; H 0.084; C -0.047; N 0.123; H 0.083; C -0.058; C -0.270; C -0.104; H 0.066; N 0.103; C -0.073; C -0.252; C -0.058; H 0.082; C -0.250; N 0.125; N 0.117; H 0.078; H 0.082; C -0.080; H 0.022; N 0.040; C -0.230; C -0.060; H 0.077; C -0.237; C -0.261; N 0.115; H 0.079; C -0.266; H 0.084; H 0.053; H 0.084; H 0.021; H 0.100; N 0.132; C -0.222; N 0.170; B -0.658; N 0.119; O -0.287; H 0.045; H 0.077; C -0.268; H 0.076; C -0.255; H 0.080; H 0.045; C -0.057; H 0.066; N 0.127; N 0.127; H 0.048; C -0.059; H 0.073; O -0.316; H 0.079; H 0.054; C -0.254; O 0.135; H 0.078; C -0.242; C -0.250; S 0.771; C -0.042; H 0.080; H 0.063; C -0.079

Record 6
A molecular structure, C3H6I2NO in a non-equilibrium geometry, computed with ωB97M-V/def2-TZVPD.

Its charge is +1. Its total energy is -22936.9137 eV. The HOMO-LUMO gap (alpha / beta) is 7.8 / 6.6 eV. The value obtained for the largest force on an atom is 2.05 eV/Å. The calculation puts the LUMO energy (alpha / beta) at -4.7301 / -5.1797 eV. Its energy above the lowest of the compared OMol25 structures with the same formula, charge and spin is 45.3 kcal/mol. The HOMO energy (alpha / beta) is -0.460 / -0.435 Ha.

Element x y z (Å)
I: -2.535 0.092 -3.179
O: 0.137 -1.294 -2.864
I: -2.219 1.403 0.218
C: -0.864 -0.171 0.189
C: 1.154 0.237 1.631
N: 0.564 0.181 0.269
H: 1.090 -0.520 -0.274
H: 0.986 -0.710 2.138
H: 2.228 0.415 1.564
H: 0.691 1.040 2.201
H: -1.120 -1.020 0.803
H: 0.705 1.089 -0.192
C: -0.816 -0.741 -2.503

The net atomic charges from Löwdin, expressed in e, are: I 0.971; O 0.053; I 0.882; C -0.671; C -0.011; N -0.128; H 0.165; H 0.108; H 0.110; H 0.103; H 0.040; H 0.152; C -0.775